(1)
81
Properties=species:S:1:pos:R:3:forces:R:3 method="wB97M-V/def2-TZVPD" e_above_lowest_ev=2.2364 multiplicity=4 s_squared=3.78 charge=+2 gap_ev="5.817 / 2.491" homo_energy_ev="-11.27 / -12.10"
C -1.582 -1.103 0.380 -1.3 -1.0 0.6
C -2.399 -0.607 -0.690 -0.7 -0.1 0.4
C -2.492 -1.647 -1.678 0.0 0.5 -0.2
H -2.882 0.365 -0.713 -0.1 -0.4 0.0
C -1.642 -2.733 -1.274 -0.5 -0.5 0.4
C -1.124 -2.411 0.022 -1.7 0.1 0.8
H -0.599 -3.096 0.674 0.3 0.3 -0.2
H -1.443 -0.624 1.347 0.3 0.0 -0.4
H -3.116 -1.648 -2.563 0.0 0.1 0.0
H -1.469 -3.651 -1.820 -0.2 0.0 0.2
Tc -0.442 -1.014 -1.420 1.1 0.0 0.8
Si -0.387 -0.620 -5.514 1.1 0.1 -2.3
C 0.020 0.959 -6.569 -2.0 -0.6 0.6
C 1.267 1.257 -7.138 1.6 1.1 -1.4
H 2.158 0.676 -6.870 -0.4 0.1 -0.2
C 1.393 2.309 -8.068 0.2 -0.5 0.2
H 2.359 2.502 -8.551 -0.5 -0.1 0.3
C 0.277 3.095 -8.390 1.3 -0.2 -0.5
H 0.364 3.909 -9.121 0.0 -0.4 0.4
C -0.957 2.832 -7.782 -1.4 -0.9 1.4
H -1.839 3.432 -8.044 0.4 -0.3 0.1
C -1.067 1.794 -6.842 -0.5 1.3 -0.8
H -2.014 1.610 -6.323 0.3 0.1 -0.4
C 0.385 -1.856 -6.751 -0.3 0.2 0.3
C -0.608 -2.198 -7.680 0.1 -0.1 -0.6
H -1.641 -1.901 -7.479 0.2 -0.1 -0.3
C -0.298 -2.870 -8.868 0.1 0.0 0.3
H -1.074 -3.025 -9.612 0.1 -0.1 0.2
C 1.006 -3.324 -9.098 0.0 0.3 0.2
H 1.254 -3.856 -10.022 -0.1 0.2 0.4
C 2.008 -3.048 -8.157 -0.1 0.2 0.3
H 3.035 -3.411 -8.329 -0.6 0.3 0.2
C 1.709 -2.285 -7.008 0.3 -0.3 -0.4
H 2.534 -2.056 -6.324 -0.5 0.0 -0.3
H -1.854 -0.667 -5.316 0.2 0.2 -0.4
Si 2.703 1.988 -4.038 -0.9 0.4 1.5
C 1.920 0.271 -4.013 0.7 -0.5 0.0
C 0.476 0.048 -3.957 0.2 1.0 0.1
H -0.186 0.898 -3.709 0.4 -0.4 0.2
C 0.007 -1.321 -3.698 0.3 -2.0 0.9
H -1.035 -1.518 -3.350 0.5 0.2 -0.6
C 0.947 -2.414 -3.732 -0.3 1.1 -0.1
H 0.560 -3.434 -3.728 0.2 0.3 0.2
C 2.288 -2.137 -3.804 -0.2 -1.2 -0.2
H 3.012 -2.941 -3.780 0.0 -0.1 -0.1
C 2.764 -0.818 -3.904 -0.2 1.4 0.1
H 3.841 -0.645 -3.857 -0.2 -0.1 -0.1
C 1.303 3.209 -3.998 0.3 0.1 0.2
C 0.401 3.143 -2.931 -0.6 0.3 0.1
H 0.636 2.534 -2.049 -0.2 0.1 -0.4
C -0.799 3.861 -2.975 0.1 0.1 0.0
H -1.525 3.753 -2.158 0.4 0.2 -0.4
C -1.059 4.706 -4.067 0.1 -0.3 0.0
H -2.010 5.237 -4.128 0.3 -0.1 0.1
C -0.112 4.854 -5.089 -0.1 -0.1 0.1
H -0.314 5.528 -5.931 0.1 -0.2 0.5
C 1.072 4.113 -5.044 -0.2 0.0 0.0
H 1.821 4.233 -5.830 -0.2 -0.1 0.2
H 3.582 2.452 -5.049 0.7 -0.2 -1.1
Cl 3.853 1.950 -2.300 -0.2 0.1 -0.1
N 2.250 0.923 1.193 0.6 -0.3 -0.1
C 1.231 1.845 1.455 -0.3 -0.9 0.2
C 1.014 2.597 2.613 -0.5 0.7 0.1
C -0.260 3.190 2.773 0.9 -0.3 -0.2
C -1.233 3.045 1.758 0.1 -0.4 -0.7
C -1.017 2.215 0.634 -0.2 0.6 0.4
C 0.209 1.547 0.536 0.5 -0.6 0.5
N 0.587 0.382 -0.173 1.4 1.2 -0.4
C 1.827 0.047 0.238 -1.7 1.7 0.6
C 2.308 -1.252 -0.146 0.6 -1.1 -0.2
C 3.483 -1.937 0.092 -0.9 0.3 -0.5
S 3.359 -3.542 -0.559 -0.6 0.9 0.7
C 1.730 -3.254 -1.019 0.3 2.3 0.5
N 1.319 -1.980 -0.797 2.2 -2.2 -0.8
H 3.181 0.940 1.601 -0.5 -0.1 0.0
H 1.816 2.682 3.358 -0.6 0.1 -0.3
H -0.497 3.761 3.691 0.2 -0.4 -0.8
H -2.187 3.578 1.855 0.4 -0.3 0.0
H -1.765 2.085 -0.155 0.2 0.1 0.5
H 4.342 -1.516 0.603 0.0 -0.4 -0.2
H 1.117 -4.005 -1.495 0.1 0.1 0.0

(2)
17
Properties=species:S:1:pos:R:3:forces:R:3 method="wB97M-V/def2-TZVPD" e_above_lowest_ev=0.1312 multiplicity=1 charge=-1 gap_ev=7.687 homo_energy_ev=-3.75
C -0.824 -0.593 -1.208 0.2 -1.1 3.6
C 0.550 -0.883 -0.447 -0.5 -1.5 -2.7
O 1.485 -1.490 -0.997 -1.8 0.6 1.1
C 0.536 -0.549 1.006 -0.3 -1.1 2.6
C 1.030 0.879 0.934 1.0 2.3 0.5
N 0.990 1.241 -0.481 0.7 -1.1 1.1
C 0.977 2.509 -0.769 -1.0 -1.4 -0.6
O 0.897 3.439 -0.004 0.4 2.4 0.8
O 0.883 2.705 -2.151 0.1 0.6 -0.1
H -1.604 -1.236 -0.702 0.5 0.6 0.1
H -0.785 -1.078 -2.127 0.3 0.2 -2.2
H -1.092 0.461 -1.027 0.1 -0.7 -0.9
H 1.181 -1.261 1.599 0.1 0.9 -1.0
H -0.416 -0.719 1.615 0.5 0.6 -1.6
H 0.634 1.693 1.591 -1.0 -0.8 -0.4
H 2.044 0.965 1.338 0.6 -0.6 -0.3
H 0.784 1.805 -2.477 0.2 -0.1 -0.1

(3)
8
Properties=species:S:1:pos:R:3:forces:R:3 method="wB97M-V/def2-TZVPD" e_above_lowest_ev=0.0000 multiplicity=6 s_squared=8.76 charge=+2 gap_ev="6.548 / 8.773" homo_energy_ev="-17.29 / -23.28"
H -1.613 -0.907 1.152 0.0 -0.7 -0.6
O 0.435 -1.014 0.518 -1.9 -0.8 0.6
O 0.377 0.937 -0.575 -1.3 0.5 -0.1
C -0.878 -0.614 0.397 1.4 -2.7 3.4
C -0.869 0.560 -0.236 -0.1 5.1 -4.7
C 1.231 -0.092 -0.150 -1.5 0.3 -0.1
F -1.836 1.286 -0.735 2.0 -1.6 1.7
Rh 3.152 -0.156 -0.371 1.4 0.0 -0.1

For each record above, in turn, the calculated calculated total energy values are -3188.33544; -475.81494; -474.73809 a.u..